{"formula": "C22H30F3N8O4S", "method": "ωB97M-V with the def2-TZVPD basis set", "gap_ev": 5.1, "e_above_lowest_kcal_mol": 0.00, "charge": 1, "e_homo_ev": -9.7580, "lumo_energy_ev": -4.67, "species": ["O", "N", "O", "C", "N", "C", "N", "C", "C", "C", "S", "O", "O", "C", "F", "F", "F", "N", "H", "H", "H", "H", "H", "H", "H", "H", "H", "H", "N", "C", "C", "C", "C", "H", "H", "H", "H", "H", "N", "C", "C", "C", "C", "H", "H", "H", "H", "H", "N", "C", "C", "C", "C", "H", "H", "H", "H", "H", "N", "C", "C", "C", "C", "H", "H", "H", "H", "H"], "positions_angstrom": [[-2.11, 2.13, 1.47], [-1.30, 2.81, 1.04], [-1.74, 3.43, -0.21], [-1.26, 2.71, -1.30], [0.23, 2.76, -1.32], [0.97, 1.81, -1.78], [2.33, 1.86, -1.82], [2.85, 0.92, -0.77], [2.13, -0.45, -0.73], [0.68, -0.43, -1.26], [0.34, -2.04, -2.02], [-0.90, -2.03, -2.71], [0.50, -3.00, -0.99], [1.66, -2.37, -3.31], [2.55, -3.21, -2.78], [2.29, -1.22, -3.64], [1.09, -2.91, -4.36], [0.40, 0.64, -2.24], [-1.64, 3.16, -2.20], [-1.57, 1.68, -1.19], [0.67, 3.59, -0.94], [2.61, 2.81, -1.60], [2.86, 1.37, 0.21], [3.88, 0.73, -1.00], [2.75, -1.20, -1.19], [2.09, -0.74, 0.31], [-0.01, -0.41, -0.43], [0.85, 0.43, -3.13], [-5.38, 4.33, -3.05], [-6.10, 3.69, -4.02], [-5.84, 2.35, -3.92], [-4.94, 2.17, -2.84], [-4.67, 3.41, -2.32], [-5.38, 5.32, -2.89], [-6.73, 4.24, -4.70], [-6.26, 1.58, -4.55], [-4.53, 1.24, -2.48], [-4.05, 3.72, -1.50], [-2.63, -3.65, 1.56], [-1.89, -4.20, 0.54], [-2.05, -5.56, 0.61], [-2.93, -5.84, 1.69], [-3.27, -4.64, 2.26], [-2.70, -2.67, 1.76], [-1.32, -3.59, -0.13], [-1.60, -6.28, -0.06], [-3.27, -6.81, 2.02], [-3.91, -4.41, 3.09], [6.81, -0.81, -0.66], [7.17, 0.32, 0.01], [7.98, -0.05, 1.05], [8.10, -1.46, 1.01], [7.37, -1.91, -0.06], [6.22, -0.85, -1.47], [6.84, 1.29, -0.31], [8.43, 0.62, 1.77], [8.67, -2.08, 1.68], [7.21, -2.90, -0.44], [-2.27, 1.45, 4.64], [-2.96, 1.40, 5.82], [-2.12, 0.86, 6.77], [-0.88, 0.59, 6.13], [-1.01, 0.96, 4.82], [-2.64, 1.79, 3.77], [-3.97, 1.74, 5.89], [-2.37, 0.69, 7.80], [0.00, 0.16, 6.59], [-0.30, 0.92, 4.00]], "lowdin_charge": [0.14, 0.04, -0.10, -0.16, 0.21, -0.35, 0.13, -0.10, -0.11, -0.30, 0.76, -0.23, -0.25, -0.65, 0.16, 0.13, 0.19, 0.09, 0.14, 0.13, 0.18, 0.15, 0.13, 0.11, 0.10, 0.13, 0.14, 0.14, 0.01, -0.13, -0.10, -0.11, -0.16, 0.15, 0.11, 0.10, 0.09, 0.09, 0.00, -0.14, -0.10, -0.11, -0.14, 0.13, 0.06, 0.09, 0.09, 0.11, -0.01, -0.16, -0.10, -0.10, -0.14, 0.13, 0.10, 0.09, 0.10, 0.11, -0.01, -0.13, -0.10, -0.11, -0.16, 0.10, 0.11, 0.10, 0.09, 0.09]}

{"formula": "C39H39N4O2P2Zn", "method": "ωB97M-V with the def2-TZVPD basis set", "gap_ev": 8.0, "charge": 1, "e_homo_ev": -10.0752, "lumo_energy_ev": -2.12, "species": ["Zn", "C", "N", "C", "P", "C", "C", "C", "C", "C", "C", "C", "C", "C", "C", "C", "C", "C", "C", "C", "C", "C", "C", "P", "C", "C", "C", "C", "C", "C", "C", "C", "C", "C", "C", "C", "H", "H", "H", "H", "H", "H", "H", "H", "H", "H", "H", "H", "H", "H", "H", "H", "H", "H", "H", "H", "H", "H", "H", "H", "H", "H", "H", "H", "H", "N", "C", "C", "O", "O", "H", "H", "H", "H", "N", "C", "C", "C", "C", "C", "N", "H", "H", "H", "H", "H", "H"], "positions_angstrom": [[0.67, 0.91, -1.28], [-0.73, -1.71, 0.66], [-1.44, -0.89, 1.58], [-0.76, 0.24, 2.17], [0.79, 0.86, 1.31], [0.86, 2.55, 2.00], [2.00, 3.03, 2.61], [2.03, 4.33, 3.10], [0.93, 5.16, 2.94], [-0.19, 4.69, 2.27], [-0.23, 3.40, 1.79], [2.08, 0.00, 2.27], [2.13, 0.08, 3.66], [3.11, -0.58, 4.37], [4.07, -1.33, 3.69], [4.05, -1.38, 2.31], [3.06, -0.72, 1.60], [-2.60, -1.36, 2.22], [-3.37, -2.37, 1.64], [-4.50, -2.85, 2.27], [-4.90, -2.35, 3.50], [-4.16, -1.33, 4.06], [-3.03, -0.83, 3.43], [-0.85, -1.01, -1.10], [-2.61, -0.63, -1.30], [-3.02, 0.69, -1.10], [-4.36, 1.02, -1.25], [-5.28, 0.05, -1.60], [-4.87, -1.26, -1.80], [-3.54, -1.61, -1.65], [-0.50, -2.39, -2.23], [-1.02, -2.36, -3.52], [-0.68, -3.35, -4.43], [0.19, -4.36, -4.05], [0.74, -4.37, -2.78], [0.40, -3.39, -1.87], [-1.13, -2.73, 0.66], [0.34, -1.76, 0.92], [-0.47, 0.03, 3.21], [-1.46, 1.09, 2.18], [2.87, 2.40, 2.73], [2.91, 4.69, 3.60], [0.96, 6.17, 3.32], [-1.04, 5.34, 2.11], [-1.09, 3.06, 1.25], [1.40, 0.68, 4.20], [3.15, -0.50, 5.44], [4.83, -1.86, 4.24], [4.81, -1.93, 1.77], [3.06, -0.76, 0.52], [-3.11, -2.79, 0.68], [-5.07, -3.64, 1.80], [-5.77, -2.74, 3.99], [-4.45, -0.91, 5.02], [-2.49, -0.03, 3.92], [-2.30, 1.45, -0.84], [-4.67, 2.05, -1.12], [-6.32, 0.32, -1.72], [-5.59, -2.01, -2.08], [-3.22, -2.63, -1.81], [-1.71, -1.58, -3.81], [-1.10, -3.34, -5.42], [0.45, -5.14, -4.75], [1.42, -5.16, -2.49], [0.83, -3.41, -0.88], [0.32, 1.19, -3.47], [-0.68, 2.27, -3.50], [-0.52, 3.20, -2.26], [-0.93, 4.33, -2.31], [0.03, 2.64, -1.24], [1.18, 1.56, -3.87], [0.02, 0.43, -4.09], [-1.68, 1.83, -3.44], [-0.62, 2.89, -4.40], [2.98, -1.10, -2.49], [3.53, 0.06, -2.07], [4.91, 0.29, -2.18], [5.43, 1.49, -1.74], [4.57, 2.43, -1.18], [3.23, 2.13, -1.08], [2.71, 0.97, -1.51], [3.54, -1.77, -2.98], [1.98, -1.22, -2.48], [5.54, -0.47, -2.62], [6.49, 1.69, -1.81], [4.92, 3.39, -0.83], [2.52, 2.82, -0.64]], "lowdin_charge": [0.42, -0.29, -0.18, -0.27, 1.08, -0.36, -0.09, -0.07, -0.07, -0.06, -0.10, -0.38, -0.10, -0.06, -0.06, -0.07, -0.10, -0.22, -0.04, -0.08, -0.09, -0.08, -0.03, 1.07, -0.37, -0.09, -0.05, -0.05, -0.06, -0.10, -0.39, -0.11, -0.06, -0.06, -0.07, -0.11, 0.10, 0.08, 0.09, 0.09, 0.10, 0.11, 0.11, 0.11, 0.10, 0.11, 0.11, 0.11, 0.11, 0.08, 0.08, 0.11, 0.10, 0.11, 0.10, 0.09, 0.12, 0.11, 0.11, 0.11, 0.11, 0.11, 0.11, 0.11, 0.10, -0.01, -0.14, -0.65, 0.08, -0.17, 0.10, 0.08, 0.11, 0.13, 0.17, -0.38, 0.00, -0.04, -0.05, -0.12, 0.01, 0.11, 0.06, 0.12, 0.12, 0.11, 0.11]}

{"formula": "C4H10N2OS", "method": "ωB97M-V with the def2-TZVPD basis set", "gap_ev": 9.4, "e_above_lowest_kcal_mol": 58.80, "charge": 0, "e_homo_ev": -8.6442, "lumo_energy_ev": 0.74, "species": ["C", "C", "C", "C", "H", "H", "H", "H", "H", "H", "H", "H", "H", "H", "N", "N", "O", "S"], "positions_angstrom": [[2.77, 0.24, -0.54], [0.93, 0.50, 0.88], [-1.65, -0.13, 0.23], [-2.50, -0.92, 1.17], [2.77, -0.88, -0.56], [3.42, 0.60, 0.28], [3.19, 0.58, -1.54], [0.90, -0.60, 1.02], [1.59, 0.96, 1.63], [-3.10, -0.24, 1.84], [-3.11, -1.59, 0.57], [-1.86, -1.50, 1.85], [-0.18, 0.79, -1.63], [-1.05, 0.02, -2.85], [-1.75, -0.32, -1.05], [-1.11, 0.49, -1.93], [1.46, 0.79, -0.39], [-0.72, 1.19, 1.01]], "lowdin_charge": [-0.11, -0.54, -0.67, -0.13, 0.10, 0.09, 0.11, 0.10, 0.08, 0.08, 0.07, 0.07, 0.05, 0.09, -0.05, 0.00, -0.30, 0.95]}

{"formula": "C20H23B2F4N5O12SeW", "method": "ωB97M-V with the def2-TZVPD basis set", "gap_ev": [5.5, 5.5], "e_above_lowest_kcal_mol": 64.95, "charge": 2, "e_homo_ev": [-15.1478, -15.1474], "lumo_energy_ev": [-9.65, -9.65], "species": ["W", "C", "C", "N", "O", "B", "F", "F", "O", "N", "C", "C", "C", "N", "O", "B", "F", "F", "O", "N", "C", "C", "C", "H", "H", "H", "H", "H", "H", "H", "H", "H", "H", "H", "H", "C", "C", "O", "C", "C", "C", "C", "C", "C", "O", "H", "H", "H", "H", "H", "H", "H", "O", "C", "C", "C", "C", "O", "N", "H", "H", "H", "H", "O", "Se", "O", "O", "O"], "positions_angstrom": [[0.27, 0.25, 0.05], [-0.74, -1.29, -4.07], [-0.26, -1.10, -2.69], [-0.13, 0.04, -2.11], [-0.75, 1.11, -2.70], [-2.01, 1.41, -1.94], [-2.96, 1.86, -2.75], [-2.37, 0.11, -1.30], [-1.74, 2.33, -0.80], [-1.39, 1.62, 0.30], [-2.23, 1.59, 1.26], [-3.41, 2.46, 1.38], [-1.99, 0.47, 2.18], [-1.26, -0.44, 1.63], [-1.15, -1.56, 2.33], [-0.53, -2.82, 1.79], [-1.33, -3.84, 2.15], [0.77, -2.99, 2.35], [-0.37, -2.87, 0.30], [-0.26, -1.85, -0.53], [-0.09, -2.22, -1.76], [0.02, -3.63, -2.14], [-2.66, 0.30, 3.49], [-1.16, -0.36, -4.46], [0.08, -1.60, -4.72], [-1.49, -2.08, -4.10], [-3.36, 3.28, 0.67], [-4.31, 1.87, 1.19], [-3.49, 2.84, 2.39], [0.85, -4.07, -1.59], [-0.87, -4.19, -1.80], [0.16, -3.77, -3.21], [-2.82, 1.25, 3.99], [-3.63, -0.19, 3.34], [-2.08, -0.38, 4.11], [1.15, 3.75, -2.54], [1.56, 2.61, -1.69], [0.73, 2.14, -0.89], [2.88, 2.03, -1.76], [3.96, 2.74, -2.29], [5.22, 2.19, -2.28], [5.42, 0.92, -1.74], [4.36, 0.19, -1.21], [3.06, 0.74, -1.23], [2.01, 0.04, -0.74], [0.07, 3.70, -2.69], [1.67, 3.75, -3.49], [1.36, 4.70, -2.04], [3.80, 3.74, -2.67], [6.06, 2.74, -2.68], [6.41, 0.49, -1.74], [5.45, -1.30, -0.66], [-0.23, 3.22, 2.17], [0.91, 2.84, 2.16], [2.11, 3.51, 2.79], [3.24, 2.50, 2.63], [2.62, 1.39, 1.83], [3.29, 0.38, 1.51], [1.32, 1.62, 1.54], [1.87, 3.75, 3.83], [2.29, 4.46, 2.29], [3.59, 2.10, 3.58], [4.11, 2.88, 2.10], [2.36, -2.54, 0.02], [2.47, -1.64, 1.29], [3.44, -2.03, 2.43], [1.07, -0.78, 1.48], [4.53, -1.01, -0.64]], "lowdin_charge": [2.14, 0.06, -0.18, -0.06, 0.06, -1.02, 0.27, 0.07, 0.08, -0.09, -0.20, 0.07, -0.18, -0.02, 0.10, -1.02, 0.25, 0.09, 0.10, -0.04, -0.19, 0.05, 0.05, 0.11, 0.13, 0.12, 0.11, 0.14, 0.12, 0.12, 0.13, 0.10, 0.11, 0.13, 0.11, 0.06, -0.27, -0.08, -0.07, 0.02, -0.01, 0.06, -0.22, -0.16, -0.24, 0.11, 0.11, 0.13, 0.13, 0.13, 0.14, 0.15, 0.13, -0.40, -0.04, -0.03, -0.39, -0.04, 0.06, 0.14, 0.14, 0.15, 0.14, -0.26, 1.21, -0.23, -0.52, 0.08]}

no.,energy (eV)
1,-62386.22065
2,-118124.91806
3,-20171.37328
4,-132513.64193